Record 1
{
  "formula": "C5H12NO2PS",
  "method": "ωB97M-V/def2-TZVPD",
  "species": ["C", "C", "C", "C", "C", "N", "O", "O", "P", "S", "H", "H", "H", "H", "H", "H", "H", "H", "H", "H", "H", "H"],
  "xyz": [[1.108049, 2.092010, 0.084781], [1.143545, 1.526448, 1.505126], [1.320648, 1.027425, -0.906141], [-0.521924, -2.781773, 0.141832], [-1.772128, -0.670328, -0.399677], [-0.488853, -1.368101, -0.223820], [0.396934, 0.279484, 1.510075], [2.571437, 1.015783, -1.559629], [0.922555, -0.563456, 0.135250], [2.564908, -1.598224, 0.250398], [0.063110, 2.607379, -0.138684], [1.925461, 2.808442, -0.001249], [2.159596, 1.398202, 1.955275], [0.528244, 2.166102, 2.273718], [0.623572, 0.961551, -1.729135], [-0.924302, -2.946607, 1.107922], [-1.148572, -3.284652, -0.685434], [0.557424, -3.117225, 0.201052], [-1.664481, 0.307023, -0.309072], [-2.123455, -0.925086, -1.344471], [-2.572403, -1.043640, 0.230359], [3.270762, 0.783135, -0.944620]],
  "atomic_forces_ev_per_a": [[-1.73, 2.19, 0.56], [-1.82, 0.81, 2.54], [-0.04, -2.45, -0.74], [0.60, -0.42, -2.47], [0.47, -4.53, 0.50], [0.75, 0.26, 0.47], [1.62, -0.15, -1.76], [-0.46, 0.09, 0.18], [-0.23, 0.92, 0.88], [-0.47, 0.13, 0.24], [2.18, -0.86, 0.70], [-0.31, 0.37, -0.20], [-0.64, -0.08, -0.67], [1.38, -0.82, -1.57], [-0.44, 0.51, -0.12], [-0.81, -0.10, 0.97], [1.14, 0.18, 1.45], [-1.42, -0.08, -0.50], [0.42, 4.47, 0.50], [-0.59, -0.13, -2.11], [0.24, 0.02, 0.84], [0.15, -0.33, 0.30]],
  "de_lowest_kj_mol": 182.4,
  "homo_energy_ev": -8.85,
  "gap_ev": 9.528,
  "smiles": "CN(C)[P@]1(=S)OCC[C@H]1O",
  "max_force_ev_per_a": 4.6
}

---

Record 2
{
  "formula": "C2H4ClFO2",
  "method": "ωB97M-V/def2-TZVPD",
  "species": ["C", "C", "O", "O", "F", "Cl", "H", "H", "H", "H"],
  "xyz": [[0.281121, 0.708185, -0.573224], [-0.508245, -0.951812, -0.566311], [-0.439787, 1.668268, 0.022386], [0.269190, -1.629595, 0.320027], [-1.755726, -0.833927, -0.040091], [-0.559054, -1.757936, -2.206812], [1.153349, 0.482327, -0.008992], [0.330850, 0.976311, -1.602773], [-0.224323, 1.805124, 0.945512], [-0.015513, -2.501071, 0.373033]],
  "atomic_forces_ev_per_a": [[-1.73, -3.39, -0.35], [1.52, 3.19, 0.63], [-1.46, 1.28, 0.62], [0.88, 2.17, -0.50], [-0.09, -0.18, -0.72], [-0.17, 0.50, 0.93], [1.13, -0.29, -0.23], [0.70, -0.17, -0.79], [0.04, -0.31, 0.14], [-0.83, -2.80, 0.26]],
  "de_lowest_kj_mol": 97.9,
  "homo_energy_ev": -10.01,
  "gap_ev": 10.690,
  "smiles": "OC[C@@](O)(F)Cl",
  "max_force_ev_per_a": 3.8
}

---

Record 3
{
  "formula": "C21H45NO8RuSSeSi2",
  "method": "ωB97M-V/def2-TZVPD",
  "species": ["Ru", "O", "C", "C", "N", "C", "C", "O", "O", "C", "C", "O", "O", "H", "H", "H", "H", "H", "H", "H", "H", "H", "C", "C", "C", "C", "O", "Si", "S", "O", "C", "C", "C", "C", "O", "C", "C", "C", "C", "H", "H", "H", "H", "H", "H", "H", "H", "H", "H", "H", "H", "H", "H", "H", "H", "H", "H", "H", "H", "H", "H", "H", "H", "H", "H", "H", "C", "Si", "C", "C", "Se", "H", "H", "H", "H", "H", "H", "H", "H", "H"],
  "xyz": [[1.039285, 0.924974, 1.267557], [2.350527, -0.422986, 2.808022], [3.144353, 0.459546, 3.615097], [2.371237, 1.713635, 3.878054], [2.013386, 2.423065, 2.637474], [3.178301, 2.975580, 1.960850], [3.813533, 1.965930, 1.034755], [5.022575, 2.013607, 0.841857], [2.969894, 1.173497, 0.470850], [0.971001, 3.404242, 2.930994], [-0.302988, 2.656993, 3.247732], [-1.137494, 3.171161, 3.974352], [-0.388722, 1.484250, 2.689341], [1.598905, -0.748230, 3.326573], [4.070395, 0.654593, 3.079937], [3.396723, -0.021925, 4.560414], [2.940972, 2.392135, 4.525033], [1.455962, 1.437177, 4.400018], [3.921107, 3.366654, 2.659423], [2.846605, 3.788066, 1.325218], [0.774033, 3.988280, 2.034511], [1.242113, 4.082089, 3.743445], [-2.982264, 0.594081, -1.886812], [-1.873045, -0.298686, -2.417449], [-1.017681, 0.439533, -3.441163], [-2.448174, -1.562783, -3.056535], [-1.000334, -0.625694, -1.323159], [-1.091632, -1.798516, -0.189093], [0.098252, -1.275167, 1.459069], [-2.673728, -2.000763, 0.196744], [-3.381228, -2.976427, 0.962604], [-4.056624, -3.928227, -0.013974], [-2.448639, -3.750529, 1.892126], [-4.415013, -2.216653, 1.776512], [-0.635363, -3.259555, -0.804707], [0.636841, -3.800882, -1.177367], [0.385216, -4.636679, -2.422251], [1.122434, -4.678586, -0.033471], [1.661449, -2.711454, -1.485681], [-3.573465, 1.006206, -2.711186], [-2.539108, 1.414960, -1.319261], [-3.634000, 0.028586, -1.216999], [-1.488352, 0.403887, -4.427650], [-0.034840, -0.031443, -3.498723], [-0.871497, 1.481821, -3.149209], [-3.172141, -1.286275, -3.827092], [-2.950365, -2.186667, -2.314196], [-1.650332, -2.153181, -3.515704], [-3.301636, -4.410432, -0.640562], [-4.749125, -3.378973, -0.657447], [-4.616153, -4.698264, 0.525074], [-1.709787, -4.309554, 1.312434], [-3.025461, -4.450238, 2.501911], [-1.916174, -3.060476, 2.550809], [-5.054319, -1.631704, 1.111272], [-3.915359, -1.530102, 2.463382], [-5.039100, -2.907415, 2.350884], [-0.382062, -5.388317, -2.219747], [1.302103, -5.141858, -2.739531], [0.036448, -3.997322, -3.236798], [0.428232, -5.508393, 0.128992], [1.178656, -4.083693, 0.881268], [2.114267, -5.084655, -0.252347], [1.252858, -1.999034, -2.208055], [2.564113, -3.161378, -1.906723], [1.933306, -2.157569, -0.586784], [-0.082004, 4.861091, -2.448213], [1.258646, 4.189602, -1.366292], [1.818488, 5.548089, -0.222073], [2.702288, 3.638239, -2.383076], [0.216939, 2.524396, -0.279375], [0.210618, 5.840194, -2.845156], [-1.008598, 4.974161, -1.878064], [-0.284818, 4.186863, -3.285570], [2.073643, 6.452004, -0.789756], [2.703091, 5.251180, 0.342829], [1.025735, 5.802240, 0.488186], [3.150157, 4.484268, -2.921069], [2.389773, 2.887181, -3.114084], [3.467165, 3.186626, -1.743192]],
  "atomic_forces_ev_per_a": [[2.73, 0.66, 2.44], [0.08, 0.36, 0.13], [-0.10, -0.33, -0.14], [0.06, 0.26, 0.12], [-0.43, -0.02, -0.47], [0.12, 0.21, 0.29], [0.16, -0.27, -0.41], [-0.22, -0.10, -0.09], [-0.09, -0.61, -0.18], [0.12, 0.23, -0.05], [-0.52, -0.37, -0.18], [0.04, -0.19, -0.04], [-0.25, -0.05, 0.07], [0.09, -0.11, -0.02], [0.01, -0.13, -0.13], [0.06, -0.04, 0.07], [0.02, 0.02, 0.02], [-0.12, 0.14, -0.02], [0.00, 0.01, 0.09], [-0.08, 0.00, 0.05], [0.06, 0.02, -0.07], [0.04, -0.06, 0.13], [-0.09, 0.08, 0.11], [0.07, -0.18, 0.07], [0.08, 0.15, 0.00], [0.07, -0.09, 0.07], [-0.13, -0.16, 0.02], [0.11, 0.10, 0.14], [-0.59, 0.09, -1.04], [-0.11, 0.03, -0.10], [0.19, -0.02, 0.01], [-0.02, -0.08, -0.10], [0.10, 0.06, -0.01], [-0.07, 0.11, 0.07], [-0.05, -0.09, -0.07], [0.00, 0.14, 0.01], [-0.05, -0.09, -0.11], [0.02, -0.03, 0.14], [-0.07, 0.11, -0.03], [0.02, -0.05, 0.05], [0.00, 0.00, -0.06], [0.00, 0.02, -0.05], [0.00, 0.06, 0.04], [-0.05, -0.03, -0.06], [0.04, -0.08, 0.04], [0.04, -0.02, -0.01], [0.00, 0.07, -0.04], [-0.04, 0.02, 0.01], [-0.05, 0.02, 0.03], [0.04, -0.03, 0.02], [0.02, 0.03, -0.04], [-0.05, 0.01, 0.05], [0.01, 0.01, -0.02], [-0.05, -0.05, -0.02], [0.02, -0.02, 0.03], [-0.03, -0.03, -0.03], [0.03, 0.04, -0.02], [0.03, 0.03, -0.02], [-0.06, 0.02, 0.01], [0.02, -0.04, 0.02], [0.04, 0.04, -0.01], [0.03, -0.03, -0.05], [-0.06, 0.00, 0.01], [0.04, -0.07, 0.02], [-0.03, 0.02, 0.02], [0.00, 0.00, -0.01], [-0.41, 0.16, -0.27], [0.39, -0.57, 0.48], [0.07, 0.45, 0.12], [0.38, -0.02, -0.26], [-1.67, 0.12, -0.68], [-0.06, -0.08, -0.02], [0.06, 0.04, -0.07], [0.01, 0.07, 0.05], [0.00, -0.07, 0.08], [-0.01, 0.22, -0.10], [0.07, 0.03, -0.05], [0.00, -0.11, 0.04], [0.04, 0.03, 0.06], [-0.03, 0.01, -0.09]],
  "charge": -1,
  "de_lowest_kj_mol": 0.0,
  "homo_energy_ev": [-4.68, -4.56],
  "multiplicity": 2,
  "gap_ev": [7.154, 7.021],
  "max_force_ev_per_a": 3.7
}

---

Record 4
{
  "formula": "C5H8O",
  "method": "ωB97M-V/def2-TZVPD",
  "species": ["O", "C", "C", "C", "C", "C", "H", "H", "H", "H", "H", "H", "H", "H"],
  "xyz": [[-0.071829, 1.681071, 1.532325], [-0.186532, 1.159733, 0.447979], [-1.300705, 0.202395, 0.022411], [-0.465564, -1.097169, -0.213766], [0.946685, -0.629482, 0.215281], [0.974499, 0.840846, -0.438637], [-2.027367, 0.130672, 0.830217], [-1.787662, 0.541500, -0.898002], [-0.879865, -1.951590, 0.340281], [-0.430321, -1.386914, -1.268552], [1.793633, -1.249170, -0.054239], [0.920477, -0.595635, 1.322336], [1.827953, 1.520262, -0.328398], [0.686598, 0.833476, -1.509239]],
  "atomic_forces_ev_per_a": [[-0.58, 0.51, -0.49], [-0.20, 0.15, 0.26], [-0.19, 0.10, 0.11], [0.05, 0.07, -0.11], [0.29, -0.01, -0.35], [0.07, -0.31, 0.38], [-0.06, -0.14, -0.12], [0.00, 0.01, 0.23], [0.37, 0.30, -0.02], [-0.21, 0.14, 0.09], [-0.06, -0.24, -0.37], [0.43, 0.40, -0.59], [-0.07, -0.58, 0.43], [0.17, -0.41, 0.56]],
  "de_lowest_kj_mol": 84.6,
  "homo_energy_ev": -9.32,
  "gap_ev": 10.341,
  "smiles": "O=C1CCCC1",
  "max_force_ev_per_a": 0.9
}